7
Properties=species:S:1:pos:R:3:mulliken_charge:R:1 method="wB97M-V/def2-TZVPD" charge=0 homo_lumo_gap_ha="0.24704 / 0.20873" e_above_lowest_kj_mol=266.7 e_homo_ev="-6.25 / -9.94" multiplicity=3 largest_force_ha_per_bohr=0.1685
O 0.34 1.83 -2.51 -0.15
Si -0.04 1.05 -1.31 0.20
S 0.15 -0.87 2.07 -0.31
H -0.65 -1.23 0.95 0.15
H 0.51 -0.12 -0.54 -0.03
H -1.25 1.21 -0.61 -0.01
H 0.94 -1.87 1.95 0.15